(1)
Formula: C8H9N2
Source: the OMol25 dataset
Level of theory: wB97M-V/def2-TZVPD

```
19
Properties=species:S:1:pos:R:3
C -0.075 0.092 3.864
C -2.469 -1.924 0.420
C 2.165 0.514 1.126
C -0.393 0.219 2.671
C -1.907 -0.862 0.450
C 1.446 0.599 0.165
C 0.383 -0.560 -1.583
C -0.786 1.267 -0.265
N -1.458 0.354 0.510
N 0.522 0.764 -0.886
H 0.450 -0.213 4.697
H -3.043 -2.744 0.660
H 2.774 0.595 1.977
H -0.181 -0.351 -2.486
H 1.327 -0.965 -2.040
H 0.137 -1.355 -0.956
H -0.697 2.099 0.449
H -1.256 1.607 -1.198
H 1.059 1.354 -1.560
```

**Total charge**: +1
**Highest occupied orbital energy (alpha / beta)**: -13.24 / -13.24 eV
**ΔE to the lowest compared entry with this formula, charge and spin**: 270.8 kcal/mol
**Orbital gap (alpha / beta)**: 0.239 / 0.239 Eh


(2)
Formula: C13H8F5N2O3OsS
Source: the OMol25 dataset
Level of theory: wB97M-V/def2-TZVPD

```
33
Properties=species:S:1:pos:R:3
Os 2.216 0.233 -1.624
F 2.828 3.240 4.500
C 2.710 3.048 3.202
C 2.412 1.784 2.715
F 2.246 0.768 3.547
C 2.294 1.598 1.353
F 2.014 0.344 0.906
C 2.460 2.639 0.453
S 2.246 2.482 -1.286
C 2.761 3.898 0.961
F 2.919 4.919 0.130
C 2.885 4.108 2.324
F 3.166 5.310 2.791
O 3.688 -0.657 -1.537
O -1.632 -5.470 0.175
C -2.613 -4.469 0.267
N -1.994 -3.316 -0.360
C -2.666 -2.156 -0.480
O -3.791 -1.982 -0.057
C -1.952 -1.024 -1.172
C -2.721 -0.034 -1.775
C -2.095 1.039 -2.385
C -0.718 1.117 -2.345
N 0.029 0.178 -1.740
C -0.581 -0.879 -1.172
H -1.967 -6.284 0.559
H -2.865 -4.220 1.301
H -3.531 -4.736 -0.264
H -1.166 -3.516 -0.899
H -3.798 -0.128 -1.743
H -2.659 1.818 -2.877
H -0.188 1.950 -2.785
H 0.062 -1.604 -0.686
```

**Total charge**: +1
**Highest occupied orbital energy (alpha / beta)**: -12.30 / -12.75 eV
**ΔE to the lowest compared entry with this formula, charge and spin**: 0.0 kcal/mol
**Expectation value of S²**: 6.0201
**2S+1**: 5
**Orbital gap (alpha / beta)**: 0.277 / 0.219 Eh


(3)
Formula: C21H26ClN3O
Source: the OMol25 dataset
Level of theory: wB97M-V/def2-TZVPD

```
52
Properties=species:S:1:pos:R:3
C -5.321 1.045 1.773
C -5.369 -0.300 1.009
C -6.394 -1.049 1.356
C -6.668 -2.407 0.757
C -5.822 -2.952 -0.361
C -4.865 -2.035 -0.546
C -4.728 -0.832 0.171
N -3.617 0.174 -0.482
C -2.708 0.023 -1.446
O -2.518 -1.008 -2.092
N -1.892 1.290 -1.442
H -1.956 1.901 -0.853
C -0.651 0.879 -2.430
H -0.593 2.097 -2.827
H -0.856 0.234 -3.156
C 0.575 0.782 -1.444
C 0.643 -0.646 -0.713
C 1.904 -0.754 0.025
N 2.316 0.527 0.763
C 3.278 0.234 1.873
C 4.608 0.004 1.007
C 5.351 1.199 0.988
C 6.664 1.059 0.220
C 7.017 -0.258 -0.082
C 6.269 -1.230 -0.227
C 5.153 -1.229 0.674
H 4.471 -2.304 0.887
Cl 6.810 -2.817 -0.522
H 7.935 -0.477 -0.667
H 7.329 1.764 0.037
H 5.176 2.197 1.110
H 3.309 1.016 2.312
H 3.087 -0.666 2.355
C 2.310 1.525 0.053
C 0.974 1.890 -0.617
H 0.279 2.264 0.183
H 1.115 2.905 -1.339
H 2.570 2.479 1.040
H 3.119 1.645 -0.664
H 1.772 -1.480 0.645
H 2.819 -0.908 -0.649
H 0.253 -1.256 -1.180
H -0.281 -0.469 0.015
H 1.384 0.593 -2.301
H -3.687 1.089 0.072
H -3.970 -2.317 -1.382
H -5.885 -3.844 -0.644
H -7.403 -3.164 1.129
H -7.209 -0.732 2.056
H -6.287 1.242 2.479
H -4.386 1.170 2.154
H -5.427 1.906 0.919
```

**Highest occupied orbital energy**: -7.90 eV
**ΔE to the lowest compared entry with this formula, charge and spin**: 432.0 kcal/mol
**Orbital gap**: 0.309 Eh


(4)
Formula: C16H20NOSeY
Source: the OMol25 dataset
Level of theory: wB97M-V/def2-TZVPD

```
40
Properties=species:S:1:pos:R:3
Y 0.054 0.046 -0.014
C 0.740 -1.807 1.646
C -0.759 -1.803 1.673
C -1.200 -2.141 0.370
H -1.460 -1.440 2.491
C -0.045 -2.425 -0.429
C 1.139 -2.151 0.333
H 2.181 -2.253 0.013
H 1.461 -1.458 2.452
H -2.259 -2.155 0.074
H -0.063 -2.735 -1.473
C 1.521 1.799 0.758
C 2.342 0.664 0.406
C 2.202 0.421 -1.004
H 2.945 0.068 1.107
C 1.309 1.421 -1.529
C 0.890 2.283 -0.433
H 0.125 3.081 -0.496
H 1.350 2.186 1.775
H 2.635 -0.410 -1.586
H 0.945 1.472 -2.573
O -1.301 -0.079 -1.656
C -0.774 0.284 -4.423
C -2.015 0.488 -3.687
C -0.295 -1.068 -4.683
C -0.145 1.431 -5.092
C -1.850 1.020 -2.245
H -2.589 -0.448 -3.603
H -2.639 1.253 -4.140
H -1.231 1.923 -2.201
H -2.788 1.161 -1.713
H -0.789 -1.523 -5.570
H -0.498 -1.750 -3.831
H 0.794 -1.111 -4.892
H -0.581 1.618 -6.097
H 0.942 1.288 -5.262
H -0.267 2.380 -4.531
Se 0.001 0.021 5.079
C 0.014 0.169 3.443
N -0.042 0.278 2.303
```

**Total charge**: -2
**Highest occupied orbital energy (alpha / beta)**: 2.17 / 2.17 eV
**Orbital gap (alpha / beta)**: 0.083 / 0.083 Eh


(5)
Formula: C24H42BBr16NO9S2
Source: the OMol25 dataset
Level of theory: wB97M-V/def2-TZVPD

```
95
Properties=species:S:1:pos:R:3
C -1.648 2.614 2.026
S -0.074 3.271 1.633
O -0.232 4.542 0.980
O 0.700 3.334 2.851
C 0.867 2.176 0.526
B 2.371 2.205 1.342
O 2.988 3.429 1.231
O 3.035 1.211 1.997
O 1.259 2.828 -0.708
S 1.922 1.768 -1.681
O 3.335 1.759 -1.525
O 1.449 1.981 -3.004
O 1.214 0.506 -1.061
C 0.218 0.867 -0.017
O 0.197 -0.200 0.842
C -1.209 1.004 -0.623
C -1.437 1.813 -1.725
C -2.718 1.890 -2.251
C -3.706 1.157 -1.618
C -3.367 0.385 -0.524
N -2.148 0.301 0.001
H -2.280 2.620 1.139
H -2.053 3.336 2.741
H -1.603 1.608 2.439
H 3.108 3.730 0.325
H 3.959 1.285 1.720
H 0.204 -1.011 0.308
H -0.638 2.382 -2.171
H -2.942 2.488 -3.123
H -4.732 1.183 -1.962
H -4.136 -0.209 -0.040
Br 0.011 -3.758 4.448
C 1.598 -2.733 4.932
C 1.564 -1.323 4.398
Br 1.997 -1.145 2.501
H 2.459 -3.290 4.578
H 1.591 -2.723 6.020
H 2.325 -0.727 4.898
H 0.591 -0.861 4.532
Br 0.552 -3.674 1.323
C 0.129 -5.291 0.315
C 1.318 -5.763 -0.479
Br 1.584 -4.665 -2.066
H -0.735 -5.060 -0.297
H -0.151 -6.033 1.063
H 1.157 -6.771 -0.853
H 2.242 -5.732 0.091
Br -2.430 4.852 -4.976
C -0.637 5.608 -5.042
C 0.289 4.955 -4.051
Br -0.052 5.568 -2.235
H -0.744 6.674 -4.874
H -0.289 5.431 -6.058
H 1.320 5.230 -4.262
H 0.202 3.874 -4.040
Br -1.018 10.179 2.847
C -0.427 8.340 2.607
C -0.379 7.948 1.155
Br -2.150 7.611 0.434
H -1.103 7.716 3.183
H 0.569 8.299 3.042
H 0.159 7.008 1.039
H 0.075 8.709 0.528
Br 1.047 -8.656 -5.054
C -0.721 -7.862 -4.903
C -0.847 -7.021 -3.663
Br -1.051 -8.115 -2.062
H -1.437 -8.677 -4.932
H -0.837 -7.241 -5.789
H -1.746 -6.409 -3.705
H 0.015 -6.382 -3.497
Br -0.384 7.488 6.845
C 0.208 5.638 6.941
C 0.222 4.987 5.585
Br -1.569 4.537 4.984
H -0.451 5.133 7.640
H 1.215 5.676 7.350
H 0.759 4.042 5.614
H 0.655 5.621 4.819
Br 4.661 -5.684 -4.496
C 4.350 -4.430 -5.946
C 3.740 -3.143 -5.458
Br 1.851 -3.348 -5.044
H 3.721 -4.938 -6.670
H 5.329 -4.240 -6.380
H 3.783 -2.386 -6.239
H 4.216 -2.765 -4.559
Br -5.272 -8.716 1.473
C -3.712 -7.740 2.096
C -3.732 -6.304 1.646
Br -3.265 -6.136 -0.235
H -2.841 -8.276 1.732
H -3.748 -7.795 3.181
H -2.980 -5.728 2.183
H -4.703 -5.836 1.775
```

**Highest occupied orbital energy**: -9.14 eV
**Orbital gap**: 0.343 Eh


(6)
Formula: C19H42F4OPSi
Source: the OMol25 dataset
Level of theory: wB97M-V/def2-TZVPD

```
68
Properties=species:S:1:pos:R:3
O 4.323 1.666 -2.019
Si 4.926 0.141 -1.887
C 6.192 -0.075 -0.536
C 6.075 -1.395 0.192
F 4.847 -1.416 0.877
C 5.771 -0.279 -3.558
F 6.998 0.270 -3.687
F 5.065 0.079 -4.646
F 5.943 -1.625 -3.610
H 3.743 1.956 -1.306
H 3.832 -0.845 -1.750
H 6.092 0.736 0.196
H 7.199 0.018 -0.964
H 6.848 -1.518 0.955
H 6.091 -2.270 -0.463
C -3.493 -3.529 0.580
C -4.068 -2.119 0.620
C -3.702 -1.290 -0.609
C -2.228 -0.856 -0.682
P -1.794 0.663 0.196
C -2.945 1.954 -0.344
C -3.320 2.036 -1.832
C -2.257 2.558 -2.801
C -1.612 3.871 -2.377
C -0.136 1.122 -0.362
C 0.996 0.085 -0.344
C 1.693 -0.184 0.988
C 2.099 1.069 1.752
C -2.030 0.690 1.998
C -1.164 -0.103 2.984
C -1.182 -1.632 2.855
C -2.177 -2.289 3.806
H -2.403 -3.533 0.506
H -3.757 -4.088 1.477
H -3.882 -4.076 -0.280
H -3.744 -1.611 1.532
H -5.157 -2.175 0.680
H -4.353 -0.418 -0.695
H -3.895 -1.893 -1.500
H -1.953 -0.620 -1.716
H -1.557 -1.659 -0.373
H -2.535 2.901 0.018
H -3.852 1.780 0.243
H -4.186 2.700 -1.880
H -3.679 1.064 -2.177
H -2.753 2.698 -3.763
H -1.490 1.802 -2.989
H -2.365 4.647 -2.225
H -0.921 4.226 -3.141
H -1.043 3.778 -1.449
H 0.139 2.048 0.150
H -0.320 1.402 -1.402
H 1.740 0.445 -1.059
H 0.635 -0.856 -0.766
H 2.594 -0.759 0.762
H 1.081 -0.837 1.612
H 2.776 1.696 1.165
H 2.624 0.807 2.670
H 1.247 1.693 2.033
H -3.092 0.463 2.135
H -1.932 1.759 2.224
H -1.553 0.159 3.971
H -0.149 0.288 2.956
H -0.183 -2.021 3.060
H -1.409 -1.928 1.828
H -1.885 -2.111 4.841
H -2.224 -3.367 3.653
H -3.185 -1.889 3.679
```

**Total charge**: +1
**Highest occupied orbital energy**: -13.12 eV
**Orbital gap**: 0.403 Eh


| no. | E_tot (Eh) |
| --- | --- |
| 1 | -419.0188 |
| 2 | -1823.2335 |
| 3 | -1514.8764 |
| 4 | -3191.3135 |
| 5 | -43677.0859 |
| 6 | -1854.5586 |